Below is C39H50F8NOP2RbS as an isolated structure, with properties calculated with ωB97M-V with the def2-TZVPD basis set.

Its total charge is -2. The strongest force on any atom comes out at 0.0147 Eh/bohr. The total energy comes out at -3549.96531 Ha. The calculation puts the gap between HOMO and LUMO at 5.47 eV. The calculation puts the molecular weight at 880.30 g/mol.

Structure (XYZ):
```
103
Properties=species:S:1:pos:R:3:forces:R:3
Rb -1.660177 0.437172 -0.701608 -0.02 -0.75 0.11
S -0.524584 -2.642673 2.606858 0.02 -0.06 -0.08
P 0.690819 2.218730 1.090895 0.04 0.06 0.29
P 0.812918 -0.924836 -2.377171 0.43 -0.26 -0.19
F -4.247610 3.843772 -3.536602 -0.03 0.09 -0.10
F -1.323325 2.753163 -1.915813 0.11 0.51 -0.18
F -8.445987 -2.448741 3.819801 -0.07 -0.02 0.12
F -2.158770 4.152049 -4.083524 -0.07 0.10 -0.11
F -9.732199 -2.803440 2.114084 -0.10 0.02 0.07
F -2.922576 4.918657 -2.210587 0.00 0.12 -0.02
F -3.423188 2.454028 -1.282897 -0.13 0.27 -0.06
F -9.286574 -0.778846 2.748885 -0.13 0.05 0.06
O -1.551292 -1.765484 1.975526 0.03 0.12 0.11
N 2.271281 0.024936 0.084665 0.06 0.09 0.05
C -0.538279 0.175947 -4.542961 0.04 -0.03 -0.03
C 3.113556 -0.594211 -0.789190 0.04 0.05 0.14
C -2.629189 2.505947 -2.480221 -0.05 -0.18 -0.02
C -1.545039 1.653200 2.565940 0.08 0.23 0.01
C -6.396171 -2.702579 -0.300357 -0.12 -0.02 -0.01
C 4.529611 -0.639487 -0.615687 -0.07 -0.07 -0.04
C -7.515171 -2.740657 0.514344 0.08 -0.04 -0.09
C 2.551294 0.206273 1.396101 0.11 -0.06 -0.22
C -4.133513 -1.887365 -0.828749 -0.17 -0.06 0.02
C 3.422480 -0.615476 2.169899 0.02 0.08 0.10
C 5.786355 -2.519648 -3.680628 -0.03 0.05 0.06
C -0.389489 3.684392 3.507307 -0.06 0.03 -0.04
C 3.311500 0.949232 5.652941 -0.07 -0.04 -0.11
C 0.753430 4.808839 0.087637 -0.05 -0.03 -0.02
C 2.726087 4.275025 1.582148 -0.03 0.05 0.04
C 0.207642 -2.545764 -3.081240 0.06 -0.04 0.02
C 0.512140 -1.601602 3.638733 -0.06 0.09 -0.02
C -3.158836 -1.927096 -1.588108 -0.05 -0.17 -0.08
C 0.723545 -2.954994 1.354054 0.00 0.02 -0.01
C 1.874912 1.255913 2.110854 0.15 -0.05 -0.14
C 0.810417 0.272080 -3.822626 -0.05 -0.03 0.04
C 2.173938 1.475426 3.454110 -0.09 0.03 -0.14
C 2.609566 -1.142374 -2.011867 0.06 0.01 0.07
C 1.694933 3.719082 0.604988 -0.04 -0.05 -0.11
C -2.986443 3.850373 -3.059645 0.09 -0.07 0.18
C -6.466635 -1.188239 2.012191 0.11 0.03 -0.02
C 5.367187 -1.258756 -1.519676 -0.05 0.06 -0.02
C 3.052884 0.683427 4.186502 0.06 -0.06 0.11
C -5.351061 -1.151281 1.198794 -0.02 0.04 0.07
C -7.559325 -1.984326 1.677313 0.06 0.02 -0.08
C -5.283033 -1.903243 0.009514 0.14 -0.09 0.03
C 4.870248 -1.855007 -2.680585 0.07 0.00 0.04
C 3.658846 -0.375869 3.511433 -0.03 0.01 -0.09
C 3.503466 -1.754426 -2.897843 -0.15 0.04 0.02
C 0.155964 -3.545189 -1.922792 -0.02 0.02 -0.03
C -8.743325 -2.006658 2.572997 0.21 -0.03 -0.17
C 1.968280 0.277961 -4.818824 -0.02 0.01 -0.03
C 0.817753 -3.202566 -4.321541 -0.01 0.01 0.01
C -0.648866 2.860509 2.241447 0.05 -0.10 0.09
H 0.134329 -3.979182 -4.684848 0.02 0.02 0.00
H 0.980734 -2.498745 -5.139527 0.00 -0.02 0.03
H 1.335499 -2.194979 4.044442 -0.11 0.05 -0.03
H -1.031714 0.954999 3.231005 -0.02 -0.01 -0.03
H 0.372477 -3.773925 0.729143 0.04 0.07 0.06
H 0.832474 1.236639 -3.304492 -0.02 0.05 0.02
H -2.476134 1.967488 3.048005 0.04 0.01 0.01
H 0.842566 -2.043019 0.754952 0.04 -0.07 0.08
H 0.018767 4.405060 -0.616051 0.05 0.04 0.06
H 3.323672 5.047937 1.083060 -0.02 -0.02 0.04
H 1.716627 2.312403 3.964675 -0.04 0.02 -0.03
H 6.440547 -1.266203 -1.332873 -0.06 0.00 0.01
H 4.337040 -1.030780 4.056334 -0.02 0.01 -0.04
H -1.387316 0.215070 -3.857735 0.01 0.01 -0.01
H 4.235722 0.467415 5.979668 0.00 0.01 0.00
H 4.953037 -0.161835 0.260362 0.01 -0.02 -0.09
H -0.202528 -4.519911 -2.273865 0.00 0.05 0.00
H -0.833317 -2.291902 -3.303840 -0.05 0.00 0.01
H -0.605629 -0.752951 -5.119500 0.00 0.06 0.02
H 2.256885 4.737784 2.455657 0.02 -0.03 -0.04
H 0.353899 4.469535 3.357462 -0.03 -0.04 0.00
H -1.211854 3.500562 1.553582 -0.01 -0.01 -0.06
H 6.314949 -1.789833 -4.304133 -0.01 -0.01 0.01
H 1.320258 5.592583 -0.424168 -0.01 0.00 0.01
H 2.933893 0.390923 -4.324691 -0.03 -0.01 0.00
H 1.664000 -3.217712 1.842350 -0.02 -0.01 -0.05
H -0.654726 1.014401 -5.235687 0.00 -0.01 0.02
H 5.224532 -3.173272 -4.350815 0.00 0.01 0.01
H 1.766022 -3.694765 -4.092741 -0.01 0.03 0.00
H 3.915198 -1.448561 1.681470 -0.05 0.02 0.07
H 0.208093 5.280099 0.912171 0.03 -0.01 -0.04
H 1.840705 1.119711 -5.510661 0.00 -0.05 0.02
H 3.116843 -2.155375 -3.826115 -0.03 0.00 0.00
H -0.535643 -3.193828 -1.152806 0.04 -0.02 -0.13
H -6.358479 -3.297916 -1.203282 -0.02 0.01 0.00
H -0.115251 -1.219624 4.444902 0.03 -0.01 -0.02
H 6.546690 -3.127962 -3.182039 -0.02 0.00 -0.02
H -1.804898 1.107389 1.660633 -0.04 0.03 0.44
H -0.063733 3.050991 4.333623 0.00 0.03 0.00
H 3.405554 2.019995 5.853134 0.00 -0.02 0.00
H 0.901670 -0.782675 3.027946 -0.09 -0.10 0.17
H 1.151641 -3.686052 -1.484017 -0.05 -0.01 -0.05
H -4.495652 -0.549561 1.476273 0.00 0.00 0.01
H 2.503080 0.571603 6.291253 0.04 0.02 -0.04
H -1.321254 4.167355 3.828387 0.05 -0.03 -0.02
H -8.358032 -3.364641 0.249553 0.00 -0.02 -0.03
H -6.494038 -0.600309 2.922820 0.03 0.01 -0.02
H 3.404710 3.499405 1.937794 -0.02 -0.01 0.00
H 2.246860 3.326354 -0.256843 0.01 -0.01 -0.01
H 2.000832 -0.635488 -5.419148 0.01 0.03 0.03
```
Forces are in eV/Å.